1.
DFT (ωB97M-V/def2-TZVPD) results for a molecular structure, C19H42IrNO2P3 at a distorted geometry.

Last column: natural (NBO) charge in e.
Cartesian coordinates (Å):
Ir: -0.04 -0.24 0.23  0.6787
P: -1.70 -1.75 0.71  1.1547
P: 1.22 -0.64 2.13  0.9920
P: 1.23 -1.77 -0.97  0.9963
O: -0.56 1.49 1.46  -0.7359
O: -0.91 1.24 -1.22  -0.6923
N: -1.10 3.68 1.41  -0.7283
C: -1.28 2.43 1.89  0.7501
C: 2.40 0.75 2.21  -0.9362
C: 2.06 1.66 -3.85  0.0347
C: 3.00 -1.23 -0.95  -0.9389
C: -2.18 2.29 3.07  -0.7394
C: -2.41 -2.23 -0.87  -0.9769
C: 1.06 -2.10 -2.79  -0.9185
C: -2.62 2.98 -1.84  -0.0399
C: 1.03 0.79 -4.18  -0.1897
C: -2.99 -0.86 1.61  -0.9523
C: 1.40 -3.58 -0.52  -0.9162
C: 1.95 2.64 -2.86  -0.1788
C: 0.30 -0.53 3.73  -0.9298
C: -1.38 -3.22 1.78  -0.9495
C: -1.77 4.01 -1.93  -0.0779
C: -0.14 1.58 -2.23  0.4469
C: -0.14 0.79 -3.43  -0.2275
C: 0.78 2.66 -2.11  -0.2516
C: 2.29 -2.13 2.40  -0.9359
H: -2.46 -1.34 -1.51  0.2578
H: -3.07 0.17 1.25  0.2461
H: 2.26 -3.77 0.14  0.2699
H: 3.00 1.61 -4.40  0.2646
H: -3.42 -2.60 -0.69  0.2999
H: 1.59 -4.14 -1.44  0.2831
H: 3.05 0.67 3.08  0.2921
H: 0.00 0.51 3.92  0.2574
H: -1.71 4.78 -1.17  0.2354
H: 1.23 -3.17 -3.04  0.2875
H: -3.34 2.92 -1.01  0.2414
H: -0.43 -3.71 1.52  0.2629
H: -0.59 -1.17 3.74  0.2381
H: -1.82 -3.00 -1.38  0.2803
H: -1.98 3.12 3.76  0.3006
H: 1.84 1.69 2.27  0.2582
H: 1.15 0.10 -5.02  0.2834
H: -1.35 -2.91 2.84  0.2769
H: -2.04 1.34 3.60  0.2555
H: -2.22 -3.92 1.63  0.3064
H: -3.94 -1.38 1.42  0.3028
H: 3.34 -1.91 2.19  0.2806
H: 3.47 -1.45 0.02  0.2608
H: 0.96 -0.86 4.55  0.2891
H: 1.13 0.62 -0.56  0.0437
H: 2.76 3.35 -2.66  0.2894
H: -1.24 4.18 -2.87  0.2512
H: -2.79 -0.85 2.68  0.2786
H: 0.48 -3.98 -0.08  0.2406
H: -0.70 3.73 0.48  0.3851
H: -0.99 0.14 -3.58  0.2551
H: 0.05 -1.85 -3.14  0.2411
H: 2.20 -2.42 3.45  0.2947
H: -1.86 4.29 1.58  0.4231
H: -2.83 2.34 -2.70  0.2461
H: -3.22 2.37 2.73  0.2740
H: 1.81 -1.51 -3.33  0.2576
H: 1.96 -2.97 1.78  0.2463
H: 3.58 -1.75 -1.73  0.2888
H: 0.54 3.41 -1.36  0.2254
H: 3.03 0.77 1.32  0.2527
H: 3.04 -0.15 -1.14  0.2377

charge	+4
2S+1	6
HOMO (spin up / spin down)	-18.731 / -21.884	eV
orbital gap (spin up / spin down)	6.490 / 5.311	eV

2.
DFT (ωB97M-V/def2-TZVPD) results for a molecular structure, C41H38BrN6O2S2Se2Y at a distorted geometry.

Last column: Löwdin charge in e.
Cartesian coordinates (Å):
Y: 0.41 -0.51 -0.43  1.0721
Br: -6.43 -4.35 4.73  0.6639
Se: 0.66 -2.41 -2.90  0.9163
Se: -1.55 -2.82 -0.12  0.8986
S: -0.55 1.90 -4.59  0.8609
S: -1.47 0.13 -2.38  0.5387
O: 1.30 -0.01 1.59  -0.1228
O: 2.08 -0.13 -1.84  -0.2871
N: -3.31 0.64 5.99  0.0199
N: -1.34 0.25 1.03  0.0207
N: -2.10 1.00 5.81  0.0565
N: 0.38 2.09 -2.21  -0.1269
N: 0.52 2.08 -0.85  0.0148
N: 0.70 -2.50 0.08  -0.4131
C: -5.36 -0.45 5.60  -0.0415
C: -3.16 0.98 2.98  -0.0050
C: 3.94 0.70 -3.00  -0.0303
C: 0.87 -3.27 2.37  -0.0874
C: 3.48 -4.03 1.88  -0.1542
C: 1.97 6.62 -4.85  -0.1219
C: -3.32 -1.60 5.00  -0.0072
C: 1.29 6.02 -3.80  -0.0896
C: 2.10 4.50 -5.96  -0.0589
C: 2.93 -4.23 3.14  -0.1767
C: -6.09 -1.59 5.36  -0.1539
C: -0.46 1.41 -2.87  -1.1181
C: 1.18 2.41 -4.92  -0.4084
C: 0.04 0.72 4.90  -0.0186
C: -2.61 0.42 0.73  -0.1569
C: -4.05 -2.75 4.77  -0.1213
C: -1.84 0.67 3.36  -0.0924
C: 1.42 3.89 -4.91  -0.2815
C: 4.87 2.84 -2.42  -0.1329
C: 0.23 -4.16 -2.12  -0.5427
C: -1.35 0.78 4.70  -0.2848
C: -1.12 -4.25 -1.44  -0.4954
C: -3.55 0.83 1.67  -0.0233
C: 3.86 3.02 -1.49  -0.0551
C: 1.62 -3.84 3.36  -0.1508
C: 2.38 5.85 -5.92  -0.1140
C: 2.75 -3.44 0.87  -0.0663
C: 0.92 0.43 3.89  -0.0046
C: 2.92 0.83 -2.04  -0.3748
C: -0.93 0.38 2.31  -0.1266
C: -3.96 -0.42 5.46  -0.3243
C: -5.42 -2.74 4.96  -0.6892
C: 1.01 4.66 -3.83  -0.0438
C: 0.49 0.23 2.55  -0.3462
C: 1.73 2.27 -0.42  -0.3106
C: 1.41 -3.03 1.07  -0.4715
C: 4.89 1.68 -3.18  -0.1200
C: -3.59 -3.07 -0.56  -0.3867
C: 2.87 2.06 -1.31  -0.1233
C: -0.72 -2.53 -4.31  -0.4048
C: 1.92 2.80 0.96  -0.0285
H: 2.60 2.17 1.53  0.0816
H: -2.25 -1.62 4.87  0.1152
H: 0.39 0.83 5.92  0.1063
H: -1.18 -5.20 -0.89  0.0627
H: 0.97 2.87 1.48  0.0779
H: -5.86 0.45 5.92  0.1032
H: -4.57 1.05 1.37  0.1049
H: 1.78 1.94 -4.14  0.0674
H: 2.93 6.31 -6.74  0.0888
H: 5.66 1.55 -3.94  0.0893
H: 2.19 7.68 -4.82  0.0870
H: 3.52 -4.67 3.93  0.0652
H: 2.36 3.81 0.89  0.0761
H: 4.51 -4.32 1.69  0.0800
H: -0.16 -2.95 2.55  0.0698
H: -0.52 -3.39 -4.95  0.0063
H: 5.62 3.60 -2.57  0.0799
H: -4.12 -2.50 0.20  -0.0251
H: 1.18 -3.97 4.34  0.0815
H: -2.90 0.27 -0.30  0.0411
H: 3.80 3.94 -0.93  0.1007
H: 2.42 3.90 -6.80  0.1022
H: 0.30 -4.90 -2.93  0.0561
H: -7.16 -1.60 5.49  0.0917
H: 0.49 4.18 -3.02  0.0915
H: 1.03 -4.33 -1.40  0.0349
H: -1.94 -4.22 -2.17  0.0402
H: -0.69 -1.61 -4.89  -0.0055
H: -3.55 -3.65 4.45  0.1055
H: -3.92 -4.11 -0.53  -0.0152
H: -3.80 -2.63 -1.53  -0.0142
H: 0.98 6.61 -2.95  0.0956
H: 3.19 -3.26 -0.10  0.0944
H: 3.95 -0.20 -3.60  0.1090
H: -3.86 1.35 3.72  0.1056
H: 1.44 1.98 -5.89  0.0683
H: -1.69 -2.61 -3.83  -0.0020
H: 1.98 0.33 4.09  0.1134

charge	-2
energy above the lowest of the compared OMol25 structures with the same formula, charge and spin	48.60	kcal per mole
2S+1	1
HOMO	-1.071	eV
orbital gap	4.495	eV